<1>
Formula: C3H7NO
Source: the Open Molecules 2025 dataset
Level of theory: wB97M-V/def2-TZVPD

Calculated values
LUMO level = 1.1 eV
HOMO level = -9.773 eV

Cartesian coordinates (Å):
O 1.54 0.47 0.86
C 1.18 -0.60 0.03
C -0.22 -0.38 -0.58
C -1.19 0.04 0.39
N -0.53 1.04 -0.60
H 1.18 1.25 0.40
H 1.11 -1.50 0.66
H 1.94 -0.79 -0.74
H -0.50 -1.08 -1.37
H -0.91 0.24 1.41
H -2.23 -0.22 0.17
H -1.46 1.43 -0.55


<2>
Formula: C3H7NO
Source: the Open Molecules 2025 dataset
Level of theory: wB97M-V/def2-TZVPD

Calculated values
LUMO level = 0.6 eV
HOMO level = -9.613 eV

Cartesian coordinates (Å):
C 1.35 -0.40 -0.37
C 0.89 0.25 0.70
N -0.37 0.94 0.72
C -0.53 1.72 -0.28
H 0.97 -0.36 -1.38
H 2.39 -0.73 -0.31
H 1.32 0.18 1.69
H -1.29 2.49 -0.15
H 0.27 1.85 -1.01
O -1.62 -2.03 -0.25
H -1.92 -2.69 0.36
H -1.46 -1.22 0.26


<3>
Formula: C3H7NO
Source: the Open Molecules 2025 dataset
Level of theory: wB97M-V/def2-TZVPD

Calculated values
LUMO level = 0.8 eV
HOMO level = -9.489 eV

Cartesian coordinates (Å):
C -1.05 -1.20 0.19
N -0.57 -0.26 -0.79
C 0.38 0.73 -0.71
C 1.09 0.95 0.62
O 0.68 1.38 -1.72
H -0.12 -1.38 0.98
H -1.35 -2.23 -0.42
H -1.99 -0.70 0.79
H -0.95 -0.28 -1.70
H 0.43 1.20 1.45
H 1.66 0.05 0.84
H 1.79 1.75 0.48


<4>
Formula: C3H7NO
Source: the Open Molecules 2025 dataset
Level of theory: wB97M-V/def2-TZVPD

Calculated values
LUMO level = 1.0 eV
HOMO level = -9.356 eV

Cartesian coordinates (Å):
C -0.25 0.98 -1.39
N -0.31 0.23 -0.14
C -0.25 1.02 1.09
C 0.54 -0.89 -0.07
O 0.29 -1.87 0.58
H -0.39 0.25 -2.18
H 0.70 1.49 -1.58
H -1.06 1.71 -1.38
H -1.11 1.70 0.96
H 0.66 1.62 1.21
H -0.57 0.50 1.98
H 1.49 -0.80 -0.64


Going by the energies, <3> is most stable and the next is 26.4 kJ/mol up.


<1>
Formula: C2H3BrO3S
Source: the Open Molecules 2025 dataset
Level of theory: wB97M-V/def2-TZVPD

Calculated values
LUMO level (alpha / beta) = -1.6 / -1.6 eV
HOMO level (alpha / beta) = -9.914 / -9.915 eV

Cartesian coordinates (Å):
C 0.09 -0.91 -0.31
C -0.95 -0.33 0.56
O 1.22 1.55 -1.25
O 1.41 -0.62 0.18
O 0.24 1.43 0.98
S 1.53 1.15 0.09
Br -2.41 0.55 -0.16
H -0.08 -1.97 -0.27
H 0.08 -0.39 -1.37
H -1.13 -0.45 1.55


<2>
Formula: C2H3BrO3S
Source: the Open Molecules 2025 dataset
Level of theory: wB97M-V/def2-TZVPD

Calculated values
LUMO level = -1.5 eV
HOMO level = -10.870 eV

Cartesian coordinates (Å):
C 1.11 -0.16 -0.09
C -0.09 0.50 -0.73
O -1.87 -1.36 0.48
O -1.28 0.58 1.78
O 0.57 -0.97 0.95
S -0.93 -0.33 0.72
Br -0.23 2.38 -0.61
H 1.73 -0.90 -0.66
H 1.90 0.65 0.28
H -0.89 -0.39 -2.13


Going by the energies, <1> is most stable and the next is 163.7 kJ/mol up.


<1>
Formula: C4H5N3
Source: the Open Molecules 2025 dataset
Level of theory: wB97M-V/def2-TZVPD

Calculated values
LUMO level = 0.8 eV
HOMO level = -9.385 eV

Cartesian coordinates (Å):
N 1.26 0.11 1.86
C 1.07 -0.41 0.83
C 0.65 -0.19 -0.66
C -0.63 -1.00 -0.68
N -1.06 -0.57 0.67
C -0.69 0.68 0.73
N 0.04 1.13 -0.41
H 1.42 -0.22 -1.44
H -1.39 -0.63 -1.38
H -0.48 -2.08 -0.82
H -0.92 1.34 1.56
H 0.75 1.84 -0.25


<2>
Formula: C4H5N3
Source: the Open Molecules 2025 dataset
Level of theory: wB97M-V/def2-TZVPD

Calculated values
LUMO level (alpha / beta) = 0.3 / 0.3 eV
HOMO level (alpha / beta) = -8.124 / -8.126 eV

Cartesian coordinates (Å):
C -0.08 0.17 0.01
C 0.70 1.15 0.17
N 2.05 1.07 0.22
C 2.41 -0.22 0.08
N 1.64 -1.30 -0.09
C 0.30 -1.14 -0.13
H 3.48 -0.41 0.12
H -0.32 -2.02 -0.27
N -2.28 0.55 -0.04
H -2.55 0.76 -0.99
H -3.00 -0.04 0.38
H -2.24 1.42 0.48


Going by the energies, <1> is most stable and the next is 63.4 kJ/mol up.